Entry 1:
C31H42Cl2CoN3OSbSi3 | wB97M-V/def2-TZVPD

For the HOMO-LUMO gap (spin up / spin down), the calculation gives 6.59 / 6.67 eV. As for the net charge: +1. For the total energy, the calculation gives -4857.76755 Ha. The HOMO energy (spin up / spin down) is -0.3838 / -0.3836 hartree.

Cartesian coordinates (Å):
Co (0.103918, -0.344164, -0.377447)
C (1.821467, -4.742097, 0.417805)
Sb (1.730016, -2.710309, -0.242835)
C (-0.244117, -2.093963, 0.445070)
C (-1.141357, -2.370664, -0.689270)
C (-2.242555, -3.214423, -0.845118)
C (-2.978164, -3.110764, -2.004448)
C (-2.650964, -2.162369, -2.969187)
C (-1.575500, -1.343917, -2.744544)
N (-0.817659, -1.491581, -1.642144)
Si (-1.078971, -2.230092, 2.142928)
C (-0.235687, -1.098627, 3.369321)
C (-1.105272, -4.035313, 2.655269)
C (-2.873998, -1.741204, 2.068416)
C (3.176111, -1.640372, 1.014551)
C (2.708312, -0.236194, 1.286266)
C (3.580231, 0.644829, 1.948649)
C (3.186647, 1.900459, 2.350096)
C (1.883289, 2.306643, 2.098146)
C (1.082251, 1.450034, 1.393565)
N (1.472940, 0.223476, 0.965814)
Si (3.734340, -2.580590, 2.606490)
C (4.812283, -1.577770, 3.764054)
C (4.727912, -4.101605, 2.154072)
C (2.309799, -3.137055, 3.677667)
Si (4.687265, -1.537577, -0.200590)
C (4.274793, -0.247544, -1.489198)
C (6.313838, -1.046918, 0.579353)
C (4.967189, -3.150420, -1.111609)
H (0.874365, -5.196341, 0.125104)
H (1.947636, -4.834539, 1.493475)
H (2.630778, -5.254788, -0.101187)
H (-2.511865, -3.917055, -0.068023)
H (-3.832145, -3.759371, -2.160866)
H (-3.232406, -2.062292, -3.874891)
H (-1.279164, -0.569474, -3.442192)
H (0.813925, -0.916526, 3.148149)
H (-0.300955, -1.512641, 4.379986)
H (-0.759316, -0.136897, 3.371643)
H (-0.140413, -4.542261, 2.690874)
H (-1.739808, -4.597184, 1.962106)
H (-1.561465, -4.129190, 3.646499)
H (-3.019439, -0.819534, 1.507742)
H (-3.209673, -1.568183, 3.097175)
H (-3.515051, -2.520118, 1.646670)
H (4.578144, 0.305591, 2.170298)
H (3.882617, 2.548293, 2.868979)
H (1.501137, 3.264425, 2.422927)
H (0.063257, 1.727485, 1.160533)
H (5.737854, -1.185068, 3.343201)
H (5.090983, -2.275384, 4.562502)
H (4.262818, -0.757957, 4.232758)
H (5.700334, -3.880291, 1.710117)
H (4.209645, -4.804231, 1.501443)
H (4.918295, -4.619850, 3.100326)
H (2.075879, -2.387595, 4.437427)
H (2.613978, -4.051941, 4.197409)
H (1.391534, -3.348662, 3.136034)
H (4.247469, 0.764001, -1.073372)
H (3.316406, -0.471327, -1.963521)
H (5.039326, -0.272474, -2.272241)
H (6.323241, -0.023439, 0.959797)
H (7.058119, -1.089594, -0.224238)
H (6.657729, -1.710945, 1.372173)
H (4.181691, -3.384823, -1.834305)
H (5.112576, -4.014822, -0.463889)
H (5.890801, -3.019536, -1.687266)
Cl (-4.219873, 1.679433, 0.616297)
C (-2.997508, 2.233092, -0.464351)
C (-3.239117, 3.388261, -1.234257)
C (-2.296110, 3.873891, -2.088501)
Cl (-2.612453, 5.310310, -3.002453)
C (-1.052116, 3.210773, -2.223452)
C (0.014156, 3.634364, -3.044591)
C (1.177649, 2.916428, -3.067127)
C (1.284543, 1.752171, -2.292204)
N (0.304113, 1.318271, -1.532223)
C (-0.853389, 2.039723, -1.466593)
C (-1.810003, 1.543531, -0.551583)
O (-1.513911, 0.464486, 0.161528)
H (-4.188966, 3.895518, -1.128645)
H (-0.096898, 4.530394, -3.640985)
H (2.014477, 3.223295, -3.677826)
H (2.193202, 1.163734, -2.305516)

Cartesian forces (eV/Å) of the 3 atoms listed first:
0.13 -0.80 -0.33
-0.07 -0.12 -0.02
-0.03 0.10 0.04

Results of the Mulliken charge analysis, in e, for atoms 1 through 2: number 1, Co, carries -1.608; number 2, C, carries -1.390

Entry 2:
C4H11NO | wB97M-V/def2-TZVPD

For the HOMO-LUMO gap, the calculation gives 10.09 eV. For the total energy, the calculation gives -288.90712 Ha. The HOMO energy is -0.3398 hartree. Its SMILES is C=NCCC.O.

Cartesian coordinates (Å):
C (-0.731704, -2.544097, 0.683262)
C (-0.587882, -1.464400, -0.332392)
C (0.498687, -0.421849, -0.099466)
C (-0.975328, 1.456052, 0.200626)
N (0.154202, 0.819019, 0.377233)
H (-0.989549, -3.497427, 0.290319)
H (0.184434, -2.756298, 1.332139)
H (-1.598967, -2.320564, 1.439564)
H (-1.616172, -0.857314, -0.450656)
H (-0.424939, -1.951609, -1.356382)
H (1.248755, -0.351073, -0.972803)
H (1.287631, -0.899948, 0.417720)
H (-1.871710, 1.173570, -0.340614)
H (-0.955738, 2.370470, 0.750606)
H (2.407067, 3.329821, -0.098572)
H (1.955452, 3.856356, -1.352157)
O (2.015761, 4.059291, -0.488426)

Cartesian forces (eV/Å) of the 3 atoms listed first:
-0.70 -0.02 3.67
-1.98 1.12 -2.92
1.12 -2.14 -2.83

Results of the Mulliken charge analysis, in e, for atoms 1 through 2: number 1, C, carries -1.071; number 2, C, carries -0.119

Entry 3:
C4H9Cl2NO2P | wB97M-V/def2-TZVPD

For the HOMO-LUMO gap, the calculation gives 8.19 eV. As for the net charge: +1. For the total energy, the calculation gives -1624.50392 Ha. The HOMO energy is -0.5011 hartree. Its SMILES is OP(Cl)(Cl)=[N+]1CCOCC1.

Cartesian coordinates (Å):
C (0.071060, -1.267472, 0.134420)
C (0.125315, 0.989774, 0.844626)
C (0.689063, -0.904406, -1.211993)
C (0.694707, 1.312595, -0.560901)
N (-0.666276, -0.260006, 0.853041)
O (1.441889, 0.317023, -1.105931)
O (-3.209456, 0.185626, 1.361970)
P (-2.413879, 0.028930, 0.029582)
Cl (-3.180471, -1.670505, -0.715732)
Cl (-3.072644, 1.481607, -1.107511)
H (-0.502452, -2.087653, 0.146707)
H (0.835383, -1.600299, 0.727408)
H (1.109447, 0.952950, 1.317392)
H (-0.577926, 1.640159, 1.348408)
H (1.531435, -1.502353, -1.585449)
H (-0.165907, -0.693579, -1.905213)
H (-0.142951, 1.606427, -1.158272)
H (1.146521, 2.277101, -0.647173)
H (-3.052867, -0.330797, 2.150918)

Cartesian forces (eV/Å) of the 3 atoms listed first:
0.91 1.35 -1.27
0.37 0.22 -0.59
0.12 1.68 -0.28

Results of the Mulliken charge analysis, in e, for atoms 1 through 2: number 1, C, carries -1.161; number 2, C, carries -0.581

Entry 4:
C9H15F8NO9PS2 | wB97M-V/def2-TZVPD

For the HOMO-LUMO gap, the calculation gives 9.22 eV. As for the net charge: -1. For the total energy, the calculation gives -3020.44551 Ha. The HOMO energy is -0.2523 hartree.

Cartesian coordinates (Å):
C (2.872513, 4.429773, 2.519611)
C (2.124317, 3.039305, 2.968298)
C (0.512166, 2.991090, 2.670427)
O (-0.120134, 2.252914, 3.773718)
C (-0.758016, 1.006391, 3.325658)
S (0.404281, -0.412467, 3.802104)
O (-0.252712, -1.062127, 5.083002)
O (1.807107, 0.099862, 4.298744)
N (0.497917, -1.688746, 2.615737)
S (1.261724, -1.175412, 1.133774)
O (0.641390, -2.072521, -0.006723)
O (0.982757, 0.287782, 0.716881)
P (3.380851, -1.478690, 1.041058)
O (3.813115, -3.021501, 0.953627)
O (4.296153, -0.717422, 2.313475)
O (3.929184, -0.737732, -0.477591)
H (4.042663, 4.218196, 2.615219)
H (2.639280, 5.272490, 3.310634)
H (2.696163, 4.751433, 1.406876)
H (2.245634, 2.924767, 4.149616)
H (2.694476, 2.148524, 2.466406)
H (0.126612, 4.114961, 2.751524)
H (0.226854, 2.624798, 1.596638)
H (-1.077614, 0.985807, 2.200221)
H (-1.756601, 0.889081, 3.966609)
H (3.762096, 0.114789, 2.570278)
H (3.346198, 0.098796, -0.521035)
C (-1.394538, -2.552815, -4.032428)
C (-0.915403, -1.132708, -3.695986)
C (-1.170155, -0.694356, -2.258584)
F (-2.486551, -0.670607, -1.954306)
F (-0.710876, 0.569988, -2.054719)
F (-1.456039, -0.255799, -4.584200)
F (0.436668, -1.098363, -3.919483)
O (-2.663232, -2.647892, -4.685158)
C (-3.797672, -2.653984, -3.819993)
C (-4.719406, -1.449379, -4.041831)
F (-4.069648, -0.277306, -3.822430)
F (-5.774030, -1.473115, -3.184119)
F (-3.381528, -2.770619, -2.536184)
F (-4.468396, -3.803912, -4.100371)
H (-0.684024, -2.953816, -4.765738)
H (-1.318405, -3.236944, -3.178665)
H (-0.658716, -1.348906, -1.546686)
H (-5.106423, -1.433610, -5.063902)

Cartesian forces (eV/Å) of the 3 atoms listed first:
0.94 -0.60 0.63
0.22 0.15 0.30
1.04 1.74 0.11

Results of the Mulliken charge analysis, in e, for atoms 1 through 2: number 1, C, carries -1.029; number 2, C, carries 0.227

Please write out number 3 again, unchanged.
C4H9Cl2NO2P | wB97M-V/def2-TZVPD

For the HOMO-LUMO gap, the calculation gives 8.19 eV. As for the net charge: +1. For the total energy, the calculation gives -1624.50392 Ha. The HOMO energy is -0.5011 hartree. Its SMILES is OP(Cl)(Cl)=[N+]1CCOCC1.

Cartesian coordinates (Å):
C (0.071060, -1.267472, 0.134420)
C (0.125315, 0.989774, 0.844626)
C (0.689063, -0.904406, -1.211993)
C (0.694707, 1.312595, -0.560901)
N (-0.666276, -0.260006, 0.853041)
O (1.441889, 0.317023, -1.105931)
O (-3.209456, 0.185626, 1.361970)
P (-2.413879, 0.028930, 0.029582)
Cl (-3.180471, -1.670505, -0.715732)
Cl (-3.072644, 1.481607, -1.107511)
H (-0.502452, -2.087653, 0.146707)
H (0.835383, -1.600299, 0.727408)
H (1.109447, 0.952950, 1.317392)
H (-0.577926, 1.640159, 1.348408)
H (1.531435, -1.502353, -1.585449)
H (-0.165907, -0.693579, -1.905213)
H (-0.142951, 1.606427, -1.158272)
H (1.146521, 2.277101, -0.647173)
H (-3.052867, -0.330797, 2.150918)

Cartesian forces (eV/Å) of the 3 atoms listed first:
0.91 1.35 -1.27
0.37 0.22 -0.59
0.12 1.68 -0.28

Results of the Mulliken charge analysis, in e, for atoms 1 through 2: number 1, C, carries -1.161; number 2, C, carries -0.581